Entry 1:
C24H35F6N4O7PS2W as an isolated structure, computed with ωB97M-V with the def2-TZVPD basis set.

Structure (XYZ):
```
80
Properties=species:S:1:pos:R:3:forces:R:3
W -0.0869 0.5140 0.1829 0.4284 0.2349 0.0661
C 3.7439 0.7828 -1.9002 -0.0139 0.0045 -0.0176
C 2.5212 1.3432 -1.2487 -0.0330 -0.0841 0.0258
O 1.7390 0.4601 -0.7401 0.0467 0.0938 0.0590
C 2.2528 2.7346 -1.2186 -0.0085 -0.0112 0.0194
C 3.1389 3.6586 -1.8404 0.0027 0.0185 -0.0098
C 2.8693 4.9958 -1.8325 0.0148 -0.0291 -0.0083
C 1.6996 5.4662 -1.2050 -0.0148 0.0120 0.0138
C 0.8128 4.6090 -0.5988 -0.0117 -0.0228 0.0085
C 1.0756 3.2367 -0.6006 0.0461 -0.0100 0.0404
O 0.2045 2.4276 -0.0311 -0.0415 0.0026 -0.2189
H 3.8187 -0.2797 -1.6863 -0.0022 -0.0105 0.0051
H 4.6495 1.2894 -1.5685 -0.0093 0.0044 0.0015
H 3.6730 0.9217 -2.9823 0.0048 0.0014 0.0111
H 4.0304 3.2967 -2.3333 -0.0060 0.0027 0.0058
H 3.5429 5.6916 -2.3113 -0.0016 0.0039 0.0033
H 1.4888 6.5280 -1.2067 0.0016 -0.0013 -0.0050
H -0.1001 4.9536 -0.1317 0.0040 0.0059 -0.0018
F -2.3592 1.8515 -4.0194 -0.0417 -0.0512 -0.0228
C -2.3469 2.3425 -2.7982 -0.0108 0.0273 0.0273
F -3.0949 3.4205 -2.7243 -0.0131 -0.0062 0.0131
F -1.0900 2.6503 -2.4736 0.0697 0.0006 0.0405
S -3.0279 1.0367 -1.6159 0.1485 -0.1083 0.0240
O -1.7890 0.5996 -0.8243 -0.2673 0.2299 -0.2804
O -3.4830 -0.0340 -2.4271 -0.0513 -0.0201 -0.0138
N -4.0853 1.6690 -0.7288 -0.0913 0.0246 0.0500
S -3.7841 2.7332 0.4427 -0.0477 -0.1397 -0.0100
O -4.8210 3.6900 0.5151 -0.0404 0.0805 -0.0298
O -2.4001 3.1172 0.4320 0.0834 -0.0129 0.1072
C -3.9851 1.6523 1.9622 0.0113 0.0992 -0.0532
F -5.1368 1.8793 2.5471 -0.0701 -0.0314 0.0090
F -2.9951 1.9418 2.8259 0.0569 0.0131 0.0618
F -3.8856 0.3559 1.6614 -0.0142 -0.0588 -0.0222
C 1.4406 -4.2945 -0.6775 0.0033 -0.0111 0.0010
C 1.5100 -2.7720 -0.5205 0.0113 0.0455 0.0414
C 2.2480 -2.4153 0.7740 -0.0069 -0.0111 -0.0119
P -0.1027 -1.8874 -0.6780 -0.0666 -0.2521 -0.1232
C -1.4978 -2.7868 0.1424 0.0077 0.0351 0.0142
C -2.1556 -3.8982 -0.6762 -0.0073 -0.0050 -0.0079
C -1.1324 -3.3055 1.5379 -0.0047 -0.0066 -0.0139
C -0.5035 -1.7860 -2.4848 0.0038 0.0131 0.0358
C -0.2532 -3.0663 -3.2859 0.0145 -0.0017 -0.0213
C 0.2288 -0.6342 -3.1799 -0.0037 0.0070 0.0086
H 2.4571 -4.6849 -0.7443 -0.0020 -0.0044 0.0008
H 0.9078 -4.6146 -1.5670 -0.0071 0.0010 -0.0056
H 0.9739 -4.7604 0.1888 0.0056 0.0018 -0.0037
H 2.0814 -2.3609 -1.3612 0.0027 -0.0034 -0.0051
H 1.6983 -2.7598 1.6518 0.0053 -0.0012 -0.0021
H 2.4241 -1.3434 0.8657 0.0019 -0.0012 0.0057
H 3.2172 -2.9162 0.7867 -0.0015 0.0025 -0.0019
H -2.2354 -1.9849 0.2591 -0.0051 -0.0005 -0.0019
H -1.4734 -4.7280 -0.8595 0.0005 -0.0032 0.0025
H -2.5467 -3.5409 -1.6269 -0.0007 0.0038 0.0039
H -3.0001 -4.2891 -0.1066 -0.0007 -0.0006 -0.0002
H -0.5772 -4.2401 1.4777 -0.0007 0.0040 0.0041
H -2.0505 -3.5128 2.0895 0.0020 -0.0039 -0.0015
H -0.5406 -2.6028 2.1237 0.0078 0.0116 0.0060
H -1.5751 -1.5644 -2.4881 0.0015 -0.0044 -0.0111
H 0.8147 -3.2696 -3.3810 -0.0018 -0.0002 0.0012
H -0.6437 -2.9183 -4.2936 0.0037 -0.0006 0.0013
H -0.7405 -3.9451 -2.8752 -0.0010 -0.0011 0.0056
H 1.3109 -0.7845 -3.1623 -0.0051 0.0040 -0.0006
H 0.0071 0.3454 -2.7541 0.0082 0.0014 -0.0043
H -0.0781 -0.6050 -4.2258 -0.0046 0.0055 -0.0002
C -1.7925 -0.5829 4.5357 0.0033 0.0037 -0.0065
N -0.5072 -0.0676 4.0160 -0.0326 -0.0211 0.0588
C 0.4942 0.3306 4.8650 -0.0139 -0.0063 0.0263
C 1.6495 0.8596 4.4131 0.0004 -0.0028 -0.0184
C 1.8228 1.0051 3.0048 0.0545 0.0246 -0.0217
N 0.8536 0.5512 2.1929 0.0505 0.0150 0.0060
C -0.2918 0.0695 2.7060 -0.0193 -0.0192 -0.0295
O -1.1383 -0.2302 1.7957 -0.0965 -0.0723 0.1989
N 2.8999 1.5592 2.4749 -0.0532 -0.0182 -0.0174
H -2.3157 0.2184 5.0515 0.0008 0.0098 -0.0052
H -1.5902 -1.4075 5.2145 0.0071 -0.0012 -0.0032
H -2.3882 -0.9268 3.6971 -0.0019 -0.0011 0.0009
H 0.2892 0.2006 5.9190 -0.0054 -0.0035 -0.0052
H 2.4166 1.1737 5.1045 0.0037 0.0024 -0.0079
H 3.6338 1.9268 3.0586 0.0058 -0.0008 0.0056
H 2.9612 1.7109 1.4802 0.0079 0.0050 0.0036
```
Forces are in eV/Å.

As for the expectation value of S²: 2.0118. The value obtained for the HOMO energy (alpha / beta) is -0.511 / -0.538 Ha. As for the energy above the lowest of the compared OMol25 structures with the same formula, charge and spin: 22.15 kcal per mole. The total charge is +2. The calculation puts the electronic energy at -3484.7941 Eh. As for the multiplicity: 3.

Charges per atom according to Mulliken partitioning, unit e:
1 W 1.661
2 C -2.298
3 C 1.412
4 O -0.476
5 C 1.170
6 C -1.449
7 C -0.994
8 C -0.446
9 C -1.042
10 C 0.412
11 O -0.208
12 H 0.217
13 H 0.623
14 H 0.449
15 H 0.472
16 H 0.452
17 H 0.487
18 H 0.652
19 F -0.210
20 C 0.717
21 F -0.227
22 F -0.072
23 S 1.015
24 O -0.225
25 O -0.679
26 N -0.664
27 S 0.840
28 O -0.587
29 O -0.439
30 C 0.774
31 F -0.233
32 F -0.256
33 F -0.211
34 C -1.523
35 C 0.881
36 C -1.351
37 P -0.150
38 C 1.375
39 C -1.681
40 C -1.299
41 C 1.018
42 C -1.899
43 C -1.401
44 H 0.457
45 H 0.348
46 H 0.279
47 H 0.478
48 H 0.298
49 H 0.075
50 H 0.579
51 H -0.065
52 H 0.296
53 H 0.391
54 H 0.496
55 H 0.307
56 H 0.464
57 H -0.006
58 H 0.310
59 H 0.371
60 H 0.507
61 H 0.369
62 H 0.195
63 H -0.090
64 H 0.666
65 C -0.938
66 N 0.138
67 C -0.479
68 C -1.243
69 C 0.893
70 N 0.246
71 C 0.368
72 O -0.575
73 N -0.228
74 H 0.403
75 H 0.434
76 H 0.209
77 H 0.561
78 H 0.483
79 H 0.259
80 H 0.135


Entry 2:
One molecule with the formula C24H35N3O4S, computed with ωB97M-V with the def2-TZVPD basis set.

Structure (XYZ):
```
67
Properties=species:S:1:pos:R:3:forces:R:3
C -4.2305 -3.7737 -1.4710 0.0264 -0.1003 0.3138
H -3.4719 -4.4733 -1.8153 0.0687 -0.0516 -0.1055
H -4.1101 -2.8501 -2.0316 -0.0118 0.1088 -0.1346
H -5.2091 -4.1948 -1.6913 -0.1097 -0.0448 -0.1118
C -4.0719 -3.5245 0.0275 -0.0543 0.0359 0.0403
C -2.7294 -2.8506 0.3101 -0.1866 -0.1878 0.0107
H -1.9187 -3.5478 0.1020 0.1338 -0.0286 -0.0394
H -2.5822 -1.9760 -0.3183 0.0710 0.0617 -0.0002
H -2.6612 -2.5536 1.3550 0.0718 0.0804 0.1134
C -5.2725 -2.7707 0.6230 0.0486 0.0612 -0.1827
C -5.6919 -1.4614 -0.0551 -0.2216 -0.2680 0.2569
N -4.7855 -0.3631 0.1778 0.1840 -0.3656 -0.4296
C -5.0287 0.5933 1.0925 0.3709 0.6044 0.1643
O -6.0271 0.6290 1.7841 -0.3391 -0.0262 0.2604
C -3.9277 1.6577 1.1774 -0.1397 -0.1881 -0.0460
C -3.8190 2.3849 -0.1728 0.1252 0.2017 0.0897
C -2.5405 3.2136 -0.2684 -0.5265 0.1668 -0.5017
N -1.3736 2.3995 0.0167 0.5360 -0.5228 -0.7584
S -1.0614 1.2594 -1.1811 0.4923 0.2215 0.1983
O -1.9179 0.0946 -1.1008 0.2628 -0.0217 0.1300
O -1.0649 1.9644 -2.4267 0.0539 0.2725 -0.0741
C 0.5982 0.7684 -0.7556 -0.6638 0.1013 -0.0279
C 1.5950 1.7243 -0.7947 0.0342 -0.0057 -0.0317
C 2.9017 1.3944 -0.4685 0.0380 0.2189 -0.0464
C 3.1742 0.0812 -0.1092 -0.5563 0.0967 -0.1013
C 2.1559 -0.8792 -0.0738 0.1681 0.1815 -0.0940
C 0.8602 -0.5445 -0.3927 0.0004 -0.0047 -0.0258
H 0.0565 -1.2633 -0.3743 -0.0990 -0.1547 0.0315
C 2.7202 -2.1964 0.3595 -0.0112 0.0514 0.1980
H 2.4233 -3.0097 -0.3014 0.0477 -0.0570 0.0139
H 2.3815 -2.4415 1.3687 0.0155 -0.0394 -0.0065
C 4.2410 -1.9556 0.3131 0.3003 -0.6236 -0.1360
N 4.3913 -0.4963 0.2494 -0.0250 0.1170 0.1769
C 5.5585 0.2050 0.4255 0.1066 -0.1284 0.0942
O 5.6134 1.4061 0.2511 0.0798 0.2067 -0.0728
C 6.7616 -0.5697 0.8449 -0.0294 -0.0327 0.1143
C 7.8932 0.2263 1.4445 0.0222 0.0660 0.0371
C 8.0306 -0.3090 0.0648 0.1411 0.0129 -0.0862
H 7.9621 0.3911 -0.7536 -0.0885 0.0917 -0.0112
H 8.6909 -1.1442 -0.1145 -0.0072 -0.0851 0.0627
H 7.7251 1.2865 1.5537 -0.0825 0.0391 -0.0663
H 8.4581 -0.2280 2.2437 0.0022 -0.1416 0.0022
H 6.6120 -1.5709 1.2184 0.0460 -0.0130 -0.0288
C 4.8635 -2.5972 -0.9266 -0.0275 0.0597 0.2678
H 4.7663 -3.6787 -0.8758 -0.0122 -0.1271 -0.0311
H 4.3543 -2.2388 -1.8183 -0.0713 0.0286 -0.1192
H 5.9175 -2.3455 -1.0087 0.1068 0.0041 -0.0305
H 4.7187 -2.3406 1.2181 -0.0797 0.0648 -0.1158
H 3.6860 2.1309 -0.4928 -0.0220 0.0073 -0.0167
H 1.3335 2.7270 -1.0905 0.0700 0.1876 -0.0162
C -1.3986 1.8754 1.3656 0.0082 -0.5201 0.5200
C -2.6172 0.9908 1.6271 0.1107 0.1549 0.0693
H -2.6805 0.7623 2.6928 -0.0009 -0.0431 0.0024
H -2.4709 0.0555 1.0908 -0.0249 -0.0065 0.1761
H -1.3890 2.7344 2.0440 0.0831 -0.0248 -0.0807
H -0.4774 1.3065 1.5158 -0.0408 0.0870 0.2081
H -2.5487 4.0449 0.4426 0.1006 -0.0413 -0.0422
H -2.4133 3.6053 -1.2785 -0.1307 0.1805 0.1244
H -3.8048 1.6671 -0.9935 -0.1380 0.0918 0.0021
H -4.6913 3.0280 -0.3025 -0.0290 -0.0329 -0.0500
H -4.2325 2.3835 1.9386 -0.0698 -0.1386 -0.0688
H -3.9253 -0.3422 -0.3509 -0.0375 0.1446 0.0868
H -6.6543 -1.1553 0.3652 0.0995 -0.0449 -0.1755
H -5.8073 -1.6066 -1.1313 -0.0679 0.0345 0.0245
H -5.0720 -2.5584 1.6754 -0.0728 -0.0117 0.0733
H -6.1371 -3.4378 0.5827 -0.0461 -0.0373 0.0441
H -4.0590 -4.5005 0.5303 -0.0031 0.0761 -0.0425
```
Forces are in eV/Å.

The value obtained for the HOMO energy is -0.322 Ha. As for the energy above the lowest of the compared OMol25 structures with the same formula, charge and spin: 29.23 kcal per mole. As for the SMILES: CC(C)CCNC(=O)C1CCN(S(=O)(=O)c2ccc3c(c2)C[C@@H](C)N3C(=O)C2CC2)CC1. The calculation puts the electronic energy at -1798.9693 Eh.

Charges per atom according to Mulliken partitioning, unit e:
1 C -1.667
2 H 0.442
3 H 0.279
4 H 0.411
5 C 0.843
6 C -1.153
7 H 0.571
8 H -0.025
9 H 0.371
10 C -0.980
11 C -1.098
12 N 0.071
13 C 0.097
14 O -0.708
15 C 0.510
16 C -0.601
17 C -1.267
18 N 0.122
19 S 1.550
20 O -0.700
21 O -0.821
22 C -0.329
23 C -0.384
24 C -1.401
25 C 0.198
26 C 0.761
27 C -0.648
28 H 0.648
29 C -0.950
30 H 0.429
31 H 0.300
32 C -0.317
33 N 0.213
34 C 0.471
35 O -0.682
36 C -0.103
37 C -0.625
38 C -0.590
39 H 0.233
40 H 0.292
41 H 0.239
42 H 0.254
43 H 0.386
44 C -1.386
45 H 0.392
46 H 0.388
47 H 0.374
48 H 0.466
49 H 0.542
50 H 0.501
51 C -1.265
52 C 0.105
53 H 0.602
54 H -0.372
55 H 0.427
56 H 0.453
57 H 0.433
58 H 0.477
59 H 0.284
60 H 0.512
61 H 0.399
62 H 0.028
63 H 0.519
64 H 0.378
65 H 0.335
66 H 0.415
67 H 0.350